77
Properties=species:S:1:pos:R:3 method="wB97M-V/def2-TZVPD" charge=+2 e_above_lowest_kcal_mol=170.41 orbital_gap_ev="2.65 / 2.66" fmax_ha_per_bohr=0.0666
Ce -1.97570 -14.66344 15.65199
C -5.95266 -16.59064 17.51766
C -4.59631 -16.25861 16.94554
C -3.53963 -16.50111 19.85166
C -2.51437 -15.84953 20.38297
C -1.17467 -15.88853 19.81473
C -0.89310 -15.41701 18.50241
N -1.55878 -14.54418 17.80507
C 0.32462 -15.90109 17.81737
C 1.35459 -16.64958 18.34279
C 2.35348 -17.07398 17.43426
C 2.18531 -16.93062 16.09199
C 1.17432 -16.02915 15.63885
N 0.24359 -15.57279 16.46138
C 1.16174 -15.73348 14.25053
C 1.77340 -16.58986 13.30098
C 1.71850 -16.29283 11.95958
C 1.01074 -15.09900 11.59695
C 0.45106 -14.27613 12.59918
C -0.06471 -13.05660 11.95448
N 0.50747 -14.58296 13.87888
H -5.91607 -16.76184 18.64563
H -6.29934 -17.55412 17.10452
H -6.66387 -15.82622 17.14770
H -4.46309 -16.55482 20.39326
H -2.74820 -15.21133 21.23809
H -0.43588 -16.31691 20.40150
H 1.52737 -16.90921 19.43143
H 3.23221 -17.54625 17.87147
H 2.90962 -17.41266 15.48015
H 2.22406 -17.53709 13.59804
H 2.06064 -16.92709 11.16248
H 0.78258 -14.84727 10.51811
H 0.75814 -12.31380 11.63052
H -0.75346 -12.54567 12.60287
H -0.50774 -13.36885 10.97858
O -3.50608 -17.42091 18.79561
C -3.43251 -17.05170 17.47692
O -4.37797 -15.27362 16.20084
C -2.50935 -17.70734 16.62461
C -1.90360 -18.97070 17.11168
C -1.08552 -19.75288 16.29783
C -1.00170 -19.35664 14.91153
C -0.30714 -20.11471 13.97237
C -0.22406 -19.73007 12.61384
C -0.90680 -18.57244 12.16564
C -1.53247 -17.76089 13.12252
C -1.63028 -18.08367 14.50127
N -2.41778 -17.30496 15.30448
H -2.33199 -19.29940 18.01454
H -0.42730 -20.50842 16.63306
H 0.21465 -20.96297 14.34270
H 0.23454 -20.45817 12.01405
H -0.92490 -18.24504 11.11432
H -2.17010 -16.89768 12.85474
I -6.37788 -8.17135 11.40501
C -5.70856 -9.94325 12.32766
C -5.01362 -11.03447 11.67579
C -4.21080 -11.88064 12.45100
C -4.07988 -11.69517 13.84191
C -4.92260 -10.80600 14.44869
C -5.68901 -9.92779 13.72624
C -3.18367 -12.64779 14.51515
O -2.87937 -12.47720 15.72724
O -2.67733 -13.62328 13.75049
H -4.27917 -11.92294 9.81295
H -3.80847 -12.73923 11.91467
H -4.96881 -10.77068 15.54128
H -6.34304 -9.24499 14.21826
S -5.26582 -14.20488 7.98051
C -4.99099 -11.11704 10.18719
C -6.29546 -11.29260 9.44373
N -6.34629 -11.77040 8.26174
C -5.92067 -12.78130 7.53635
H -4.46759 -10.17520 9.85242
H -7.26877 -10.85455 9.79957
H -6.18398 -12.56750 6.50291


12
Properties=species:S:1:pos:R:3 method="wB97M-V/def2-TZVPD" charge=0 e_above_lowest_kcal_mol=98.45 orbital_gap_ev=8.77 fmax_ha_per_bohr=0.0179
C 0.12230 0.16161 -1.30696
C -0.26400 -1.21749 -0.84084
C -0.43225 -1.06663 0.61690
C -0.03718 0.30289 1.09320
O 1.32578 0.58531 0.77147
C 0.31022 1.07255 -0.10625
H 1.00211 0.10974 -1.96061
H -0.69882 0.48632 -1.96571
H 0.24557 -1.88577 0.91184
H -1.38615 -1.45505 0.93650
H -0.40882 0.75034 2.01321
H 0.22124 2.15617 -0.16275


It is found that the E values, taken in the order of the records, are -86309.447; -7325.015 eV.